Entry 1:
Molecular formula: C22H64N8O10
Method: DFT, ωB97M-V/def2-TZVPD

Structure (XYZ):
```
104
Properties=species:S:1:pos:R:3:forces:R:3
C -2.37647 3.29603 -2.15291 0.6 0.8 -1.0
C -2.18741 2.65031 -0.80422 -2.9 3.8 -1.9
C -3.54864 2.40831 -0.29557 -1.8 1.3 3.1
O -1.56773 1.43492 -0.98218 3.0 7.3 -13.3
H -2.87009 4.26659 -2.10320 0.2 0.0 0.3
H -3.00467 2.70984 -2.82363 -0.1 -0.3 0.1
H -1.44171 3.45574 -2.69033 0.3 0.1 0.1
H -1.69582 3.33194 -0.11008 0.1 -1.5 -1.1
H -4.02427 3.37673 -0.14059 -0.1 0.0 -0.1
H -3.40559 2.00760 0.70797 -0.5 -0.2 0.4
H -4.16495 1.67098 -0.80998 0.0 3.6 2.6
H -1.19472 1.37615 -1.86479 0.8 0.3 0.2
C 0.67914 0.39631 -0.62056 0.2 -0.2 0.7
C -0.36028 -0.27961 0.28621 1.9 2.7 -3.3
C 0.11450 -1.06571 1.45534 1.5 -0.2 0.7
O -1.41429 0.58041 0.69032 4.5 -2.9 2.8
H 0.48675 0.58488 -1.67676 -0.2 -0.2 0.7
H 1.57639 -0.21969 -0.56073 -1.9 1.0 -1.0
H 0.90515 1.33205 -0.10929 -0.5 -1.3 -2.5
H -0.93658 -0.95930 -0.34149 3.8 1.6 -2.5
H 0.28191 -2.09502 1.13815 -0.5 1.2 -0.2
H -0.64275 -1.08923 2.23900 0.6 -0.3 0.2
H 1.09190 -0.76762 1.83473 -0.4 0.4 0.3
H -1.64148 1.12635 -0.06594 0.3 -2.8 5.5
C 0.70550 4.95540 2.01966 0.8 -0.3 0.8
C 0.43721 4.26178 0.68314 0.6 -1.2 1.5
C 0.31654 2.71231 0.91682 1.1 2.5 -0.3
O -0.79165 4.70596 0.15451 0.2 1.4 -0.3
H 1.27343 5.88403 1.96325 -0.3 0.2 -0.3
H 1.31160 4.32267 2.66803 0.3 -0.3 -0.2
H -0.17336 5.10548 2.64671 -0.4 0.2 -0.4
H 1.24171 4.54567 0.00469 -0.3 -0.2 -0.3
H 1.26122 2.18945 1.06621 0.0 1.6 0.1
H -0.24646 2.16533 0.16055 0.8 1.7 0.8
H -0.14790 2.44864 1.86703 1.5 4.1 -2.0
H -1.42987 4.41451 0.80975 -0.2 0.8 0.6
C 2.95396 0.19718 -2.91259 0.8 1.3 0.0
C 3.37203 -1.19677 -2.46450 -1.7 -1.8 0.2
C 3.35087 -1.38484 -0.90801 2.8 1.5 0.3
O 2.44214 -2.18053 -2.89497 13.2 -7.7 -0.2
H 2.59856 0.25105 -3.94162 0.0 -0.5 0.0
H 3.86522 0.79478 -2.93690 0.1 0.4 0.4
H 2.18691 0.67184 -2.30070 0.6 0.1 -0.2
H 4.27059 -1.38150 -3.05318 0.6 -0.3 0.9
H 3.40231 -2.39121 -0.49245 1.7 1.0 -0.3
H 2.45382 -0.98244 -0.43738 1.0 -1.8 -1.6
H 4.02947 -0.79482 -0.29200 1.0 -0.2 -0.9
H 1.57144 -1.78217 -2.82576 3.5 -4.6 1.3
C 1.54553 -3.23538 -0.62843 1.6 -1.0 2.2
C 1.91695 -3.95627 0.68033 -3.1 0.0 -0.6
C 0.71663 -4.14757 1.63732 2.4 -0.7 0.0
O 2.41414 -5.18406 0.28989 1.2 -1.2 0.3
H 2.51117 -2.98133 -1.06558 -2.0 -1.4 -0.6
H 1.08484 -2.28346 -0.36443 -0.1 -0.6 -0.7
H 1.04679 -3.76614 -1.43940 2.0 -2.8 3.9
H 2.60109 -3.28373 1.19776 0.7 -0.1 0.2
H 0.40515 -3.13117 1.87820 0.2 -1.9 0.8
H 1.03434 -4.66798 2.54083 0.4 0.2 0.3
H -0.10805 -4.77842 1.30564 0.5 0.4 -0.6
H 3.07703 -4.98449 -0.37520 0.2 -0.4 -0.2
C 2.84041 0.67398 0.75458 -1.0 2.1 1.9
C 3.40390 1.26516 2.04940 1.7 -2.7 -0.3
C 4.61538 0.41554 2.47829 -2.0 -1.4 0.2
O 3.84221 2.53510 1.89647 0.3 3.3 -0.9
H 1.85685 1.12083 0.60957 2.5 -0.7 1.3
H 2.57440 -0.38227 0.79553 0.9 0.9 1.3
H 3.28308 0.91303 -0.21238 0.8 0.1 0.5
H 2.62591 1.25064 2.81271 -0.2 -0.4 0.3
H 4.98314 0.65942 3.47497 0.5 0.3 -0.3
H 5.32317 0.23733 1.66875 0.3 0.7 0.2
H 4.13081 -0.55578 2.57746 0.3 -0.5 0.4
H 4.62619 2.67516 2.43251 -0.1 0.1 0.0
C -2.25133 -3.01750 0.82066 2.5 0.1 4.9
O -1.49264 -3.44568 1.69382 -1.6 -0.2 0.1
N -2.12396 -1.90142 0.23640 0.4 1.0 4.4
N -3.43658 -3.49357 0.69616 -6.0 -3.8 -1.1
H -1.40072 -1.22627 0.43935 -3.0 -3.3 1.9
H -2.76606 -1.61770 -0.48978 0.9 -0.8 5.5
H -3.92808 -3.41702 -0.18286 -0.1 0.0 0.3
H -3.77024 -4.21038 1.32462 0.4 -0.1 -0.3
C -2.10049 1.19955 3.21353 -1.0 -4.3 -2.5
O -2.66131 1.50579 4.17597 -3.6 3.2 6.1
N -0.98350 1.65928 2.80085 3.8 2.6 2.8
N -2.41944 0.21767 2.42081 -5.0 -4.0 2.6
H -0.66864 2.33778 3.47951 0.9 0.1 -0.3
H -0.53578 1.48145 1.91314 -1.7 -2.2 1.5
H -1.71786 -0.01585 1.73280 -2.2 -0.4 1.5
H -3.34854 -0.17698 2.38707 0.3 -0.1 0.6
C -0.08424 -1.45828 -2.60862 -3.2 -1.2 0.6
O 0.98458 -1.10746 -3.02983 -12.3 13.0 -4.0
N -0.23693 -2.70591 -2.17388 -2.0 -0.3 -2.0
N -1.08061 -0.62350 -2.48533 0.2 4.0 -2.7
H 0.61466 -3.24583 -2.11585 -1.5 1.6 -2.4
H -1.00359 -3.17340 -1.71149 -0.1 0.9 -0.1
H -2.01992 -0.95676 -2.32179 2.1 0.6 -1.4
H -0.98062 0.33588 -2.78483 0.8 -1.1 -1.3
C -3.60229 -0.90633 -1.66196 0.5 5.4 -1.8
O -2.68101 -1.69312 -1.62133 -4.3 -3.9 -6.8
N -4.74626 -1.25904 -1.96087 -7.5 -3.8 -1.7
N -3.52351 0.43402 -1.54914 -0.7 -4.0 -2.2
H -4.86678 -2.25794 -2.04906 -0.6 0.2 -0.4
H -5.42698 -0.60492 -2.31981 -0.1 -0.5 0.3
H -2.65782 0.87463 -1.27249 -1.1 -1.1 -0.5
H -4.34811 0.99990 -1.69031 0.1 -1.8 -1.4
```
Positions in Å, forces in eV/Å.

Energy relative to the best compared isomer or geometry (same formula, charge and spin): 41.691 eV
F_max: 18.30 eV/Å
2S+1: 1
HOMO-LUMO gap: 6.96 eV
HOMO level: -7.571 eV
Calculated total energy: -56209.714 eV

***

Entry 2:
Molecular formula: C22H64O10
Method: DFT, ωB97M-V/def2-TZVPD

Structure (XYZ):
```
96
Properties=species:S:1:pos:R:3:forces:R:3
C -32.47297 -9.07382 17.23623 -0.3 -0.9 -1.4
C -33.50636 -10.27870 17.15970 -0.1 0.6 0.2
C -34.15721 -10.58173 15.78795 0.0 1.1 0.3
O -32.99891 -11.51576 17.60217 0.7 0.0 0.2
H -31.92369 -8.92195 18.16538 -0.4 -0.5 0.3
H -32.93122 -8.12481 16.95786 -0.4 0.0 0.1
H -31.72779 -9.23467 16.45717 0.3 -0.1 0.0
H -34.26458 -10.02334 17.89996 -0.6 0.3 -0.3
H -34.91906 -9.83608 15.56057 0.0 0.2 -0.1
H -34.66727 -11.54502 15.79214 0.3 0.0 0.2
H -33.44462 -10.55145 14.96370 0.2 -0.1 0.1
H -33.23420 -11.52060 18.53288 0.5 -0.5 0.5
C -28.13632 -9.49612 17.60471 -0.7 0.4 0.4
C -27.43802 -8.14864 17.75242 -0.3 -1.1 0.2
C -28.18670 -7.07905 17.03014 -0.4 0.9 0.0
O -27.44625 -7.81715 19.18779 0.1 -0.4 -1.4
H -28.25133 -9.91135 16.60348 1.1 0.1 -0.2
H -29.19892 -9.34686 17.79627 -0.1 0.0 0.8
H -27.68781 -10.17541 18.32963 -0.2 -0.3 -0.3
H -26.41417 -8.27822 17.40166 0.2 0.3 0.2
H -28.53239 -7.34179 16.03036 0.1 -0.1 0.0
H -27.65280 -6.13059 16.97117 0.3 0.0 -0.1
H -29.05091 -6.86818 17.66004 -0.4 0.0 -0.2
H -27.01754 -6.95823 19.19578 0.5 0.1 0.5
C -26.08873 -4.27086 21.13452 0.0 0.8 -0.7
C -26.36723 -4.57616 19.58327 1.0 1.0 3.7
C -25.99976 -3.42191 18.65185 -2.0 0.1 -1.1
O -25.51507 -5.63155 19.25652 0.3 -0.9 -0.6
H -25.87690 -5.12149 21.78234 -0.2 -0.4 -0.5
H -26.87286 -3.70653 21.63926 -0.3 0.1 -0.3
H -25.21138 -3.62738 21.20002 0.2 0.1 -0.1
H -27.38347 -4.97015 19.59438 -0.1 0.4 -0.9
H -24.98405 -3.42039 18.25632 0.1 -0.3 0.4
H -26.28634 -2.39085 18.85892 0.1 -0.1 0.9
H -26.66415 -3.64351 17.81663 0.3 0.1 -0.7
H -24.65378 -5.25974 19.46034 0.5 -0.5 -0.1
C -31.46721 -7.53235 22.13819 -0.3 0.5 -1.9
C -30.42845 -7.20951 21.02604 -1.4 2.1 1.6
C -29.93853 -5.72909 21.29983 0.6 -1.3 -1.1
O -29.42728 -8.14754 21.06675 1.2 -0.6 0.8
H -32.21648 -6.74078 22.12796 0.0 0.2 0.1
H -31.04579 -7.55334 23.14321 0.1 -0.5 -0.2
H -32.00882 -8.40686 21.77764 0.2 -0.4 0.8
H -30.81312 -7.29712 20.00994 -0.9 0.5 0.0
H -30.73817 -4.99431 21.20622 -0.1 -0.2 0.4
H -29.20788 -5.44817 20.54132 0.1 0.0 -0.2
H -29.37991 -5.69912 22.23532 -0.4 0.2 0.3
H -28.86021 -7.92342 20.32526 0.9 -0.4 -0.5
C -31.83538 -4.14162 24.58464 0.5 1.6 -0.1
C -32.09043 -3.84010 26.09242 -0.6 -0.3 -1.3
C -33.34958 -3.02027 26.31269 0.5 1.1 -0.3
O -32.30965 -5.09201 26.68849 0.4 -0.7 1.2
H -31.50940 -3.25816 24.03571 1.0 0.4 0.4
H -32.66676 -4.29464 23.89653 -0.7 -1.0 0.9
H -31.08963 -4.93517 24.53729 -0.1 0.0 -0.3
H -31.20794 -3.42193 26.57662 0.1 0.1 -0.2
H -34.13006 -3.73929 26.06379 -0.5 0.6 0.3
H -33.40272 -2.10171 25.72828 0.0 -0.3 -1.1
H -33.41550 -2.49458 27.26527 -0.2 -1.1 0.7
H -32.84566 -5.59458 26.07066 0.1 0.2 -0.1
C -35.87879 -7.95690 24.78039 0.5 -0.1 0.1
C -35.19388 -6.64707 24.36771 -0.6 0.1 -3.5
C -36.07038 -5.42434 24.31320 -1.2 0.1 1.1
O -33.95256 -6.35409 24.93726 -0.3 -1.0 2.1
H -36.54106 -7.94228 25.64600 -0.1 0.5 0.0
H -35.13068 -8.71323 25.01785 0.2 0.0 -0.1
H -36.43438 -8.34847 23.92828 -0.1 0.1 0.1
H -34.85635 -6.79008 23.34120 -0.5 -0.4 -0.5
H -36.85422 -5.50115 23.55968 0.4 0.1 -0.5
H -35.49932 -4.49691 24.27017 0.0 -0.2 -0.5
H -36.67489 -5.34965 25.21713 0.1 0.1 0.5
H -34.18521 -6.73267 25.78823 1.2 0.1 1.1
C -29.63601 -8.19778 25.65298 -0.8 0.2 0.2
O -28.48570 -8.31299 26.40468 0.6 -0.1 0.7
H -30.45338 -8.36723 26.35391 -0.3 0.0 -0.4
H -29.73566 -7.19336 25.24151 -0.2 0.3 -0.1
H -29.67017 -8.90322 24.82275 -0.2 -0.3 -0.1
H -27.76047 -8.21119 25.78397 0.6 -0.2 0.1
C -29.06139 -11.69410 21.55774 -1.2 1.7 0.5
O -30.23637 -10.77361 21.55913 0.8 -2.1 0.1
H -28.33357 -11.20714 22.20677 0.4 -0.1 -0.3
H -29.29879 -12.63402 22.05602 -0.4 0.0 -0.4
H -28.71348 -11.80172 20.53037 0.1 -0.3 0.2
H -29.84810 -9.91375 21.38173 -0.1 0.7 -0.1
C -33.71096 -10.93397 21.63132 -1.6 1.2 0.1
O -33.08513 -11.53598 20.57421 1.3 -1.2 -0.9
H -34.03628 -11.62596 22.40811 0.2 0.0 0.3
H -33.05138 -10.14399 21.99048 -0.4 0.1 0.6
H -34.60583 -10.51561 21.17058 -0.3 0.5 0.6
H -32.18749 -11.57589 20.91222 0.9 -0.4 -0.8
C -27.02260 -7.60569 23.35730 1.3 -0.2 -0.9
O -26.63124 -8.29762 24.53403 -0.6 0.0 0.3
H -26.90752 -8.25738 22.49117 -0.1 0.0 -0.1
H -28.05382 -7.25599 23.30824 0.1 -0.2 0.8
H -26.31887 -6.78159 23.24019 -0.3 0.4 -0.2
H -25.81938 -8.79308 24.40366 -0.1 0.1 -0.2
```
Positions in Å, forces in eV/Å.

Energy relative to the best compared isomer or geometry (same formula, charge and spin): 3.179 eV
F_max: 3.92 eV/Å
2S+1: 1
HOMO-LUMO gap: 9.65 eV
HOMO level: -9.236 eV
SMILES string: CC(C)O.CC(C)O.CC(C)O.CC(C)O.CC(C)O.CC(C)O.CO.CO.CO.CO
Calculated total energy: -44322.405 eV